Below is a cluster of 13 separate species, C40H106O13 in total, with properties calculated with wB97M-V/def2-TZVPD.

```
159
Properties=species:S:1:pos:R:3:forces:R:3
O -6.1390 -7.3777 -2.0109 -0.343 0.025 -0.124
O 1.5721 -4.7626 -5.2561 -0.635 0.786 -0.159
O 6.0066 0.7910 6.4139 -0.617 0.584 0.210
O -2.9877 4.4743 1.9220 1.067 -2.791 -0.728
O -4.1804 -1.8881 7.2744 0.555 -0.577 -0.500
O -1.7174 -1.2416 -5.7032 -0.164 -0.492 -0.129
O -7.6417 4.9981 -4.1466 -0.774 -0.196 0.524
O -7.0314 1.4196 2.6183 0.688 0.035 -0.927
O 3.5567 3.1622 -6.7177 0.202 0.154 0.565
O 5.9333 -2.9073 -2.5949 0.091 -2.184 0.372
O 3.3932 -6.2900 4.0542 -0.086 0.678 -0.458
O -0.2779 0.9616 -0.8759 0.304 -0.789 0.702
O 3.9868 7.2393 4.2903 0.133 0.286 -0.151
C 3.5342 2.0444 -8.8811 -0.262 -0.346 0.586
C -10.0088 4.3536 -3.7869 1.436 0.429 0.056
C 4.6973 -1.1233 7.2469 1.535 0.728 0.700
C -6.3168 5.0518 -3.6503 0.299 0.436 -1.449
C -7.3266 0.1035 2.1148 -0.185 0.421 0.452
C 7.0680 -1.1650 -1.5227 -1.160 0.506 -1.114
C -2.9349 0.0456 7.6827 0.977 0.195 -0.455
C -5.0629 -6.5249 -2.4019 -0.224 0.257 0.905
C 6.7746 -1.2871 -4.1273 0.130 -0.162 0.454
C -2.9369 -1.1381 -6.4462 0.398 0.419 -0.209
C -3.0854 5.8601 3.8809 0.689 1.017 -0.236
C 4.7834 6.9319 3.1755 -0.591 0.545 -0.885
C 1.5108 0.8420 0.8063 -0.466 -0.844 -0.257
C 5.9266 -6.1235 3.6489 -0.664 -0.104 0.145
C 7.1379 0.0773 5.9628 -0.065 -0.463 0.994
C 5.3130 0.2634 7.5342 -1.217 -0.484 -0.762
C 2.1048 -5.8473 3.5261 0.318 -1.082 1.087
C -2.9598 -1.2305 6.8626 -1.228 0.725 1.010
C 0.3968 0.0663 0.0678 0.276 1.651 -0.984
C -4.0065 -6.6535 -1.3066 -0.238 0.332 -0.200
C 4.4743 -5.7853 3.2592 -0.158 -0.154 -0.859
C 1.1936 -6.8994 -4.3719 -0.879 -0.525 0.567
C 1.0303 -6.5277 4.3861 -0.338 0.465 -0.253
C 0.7019 -5.8638 -5.3373 0.244 -1.489 -0.681
C 2.8881 6.5193 6.2492 0.444 -0.717 -0.199
C -8.5610 4.4733 -3.1732 -0.897 -0.906 -1.330
C -1.5655 6.3931 1.9169 0.112 0.129 -0.125
C 7.9276 0.9524 5.0484 0.191 0.132 0.180
C 3.9944 3.9363 -4.4310 -0.910 -0.323 -0.447
C 3.7730 6.0757 5.0643 -0.741 1.176 0.529
C -7.0696 -7.7817 -3.0196 1.131 0.113 -0.115
C -7.9872 -8.8492 -2.4999 -0.147 -0.038 0.548
C 4.7934 8.0638 2.1662 0.335 0.084 0.480
C -6.4154 -0.3893 0.9941 0.217 1.156 0.515
C 6.1893 -1.5654 -2.7702 0.292 1.168 1.169
C 2.9484 3.3579 -5.4361 1.264 0.227 0.146
C -2.8603 5.7715 2.3580 -1.308 0.405 0.672
C 2.7669 2.4209 -7.6133 0.180 -0.003 -0.565
C -2.7489 -1.7686 -7.8116 -0.343 -0.213 -0.939
C -5.3182 5.2998 -4.8526 -1.130 -0.309 1.407
H 2.5441 2.4301 -5.0313 0.044 -0.358 -0.128
H -0.3476 -0.3604 0.7401 0.134 -0.098 0.136
H -7.4720 -9.7455 -2.1545 0.032 -0.120 -0.459
H -4.6241 -6.7488 -3.3743 -0.220 -0.394 -0.232
H 4.4270 0.8614 7.7472 0.326 0.821 -0.386
H 4.8419 3.2964 -4.1852 -0.022 -0.264 -0.613
H -2.8342 -2.8548 -7.8423 0.265 -0.100 0.525
H 0.7350 -6.3269 -6.3235 0.038 0.216 -0.453
H 0.9255 -4.0535 -5.2841 0.664 0.800 -0.050
H -4.3363 5.3965 -4.3892 0.169 -0.093 -0.368
H 4.3642 4.8970 -4.7892 -0.043 -0.005 0.166
H 6.8643 -0.8564 5.4713 -0.197 -0.155 -0.080
H -0.3390 -5.5696 -5.2030 -0.051 0.006 0.437
H -8.3568 0.0639 1.7608 -0.180 -0.003 0.097
H 4.2286 -1.1299 6.2628 -0.150 -0.073 0.220
H 2.4428 1.5143 -7.1025 -0.283 -0.214 -0.067
H -10.6623 3.7820 -3.1279 -0.025 0.377 0.221
H 4.3432 -4.7134 3.1114 0.177 0.372 0.407
H -3.6569 6.2331 1.7745 -0.234 1.192 0.518
H 0.0240 -6.3872 3.9913 0.037 0.064 -0.562
H 7.7242 -1.8220 -4.1474 0.068 0.112 -0.626
H 1.9269 0.1324 1.5214 0.258 0.291 0.282
H 0.4993 -7.7332 -4.2685 -0.320 0.019 -0.081
H -10.3921 5.3419 -4.0408 -0.246 -0.059 0.280
H 4.3526 -6.1599 2.2428 -0.198 -0.379 -0.242
H 3.7646 8.3109 1.9043 0.156 0.217 -0.106
H 5.5479 -1.8037 7.2861 -0.426 -0.623 -0.162
H -6.0578 4.1018 -3.1829 0.097 -0.180 0.119
H -3.7966 -1.5904 -5.9518 0.107 -0.334 0.292
H -3.9456 -2.6868 7.7524 -0.084 -0.054 -0.023
H 2.2993 1.1710 0.1294 -0.083 -0.189 -0.135
H -3.0706 6.9102 4.1728 -0.390 0.198 -0.004
H 1.1437 1.7391 1.3049 -0.191 -0.174 0.194
H 5.8828 0.2870 8.4631 0.528 -0.233 -0.069
H -3.1868 -0.0796 -6.5184 -0.024 0.152 -0.360
H -6.2777 5.8326 -2.8907 0.334 0.184 0.090
H 8.3085 1.7868 5.6373 -0.251 0.346 -0.318
H -1.7534 -0.6700 -4.9328 -0.122 0.030 0.040
H 4.7579 5.7062 5.3499 -0.036 -0.328 0.468
H 5.2122 -1.0824 -2.7766 -0.058 0.744 0.615
H -5.4307 -5.4993 -2.4331 -0.051 0.231 -0.172
H 6.5555 -1.4900 -0.6172 0.073 -0.090 -0.056
H -1.8422 -1.5053 -8.3564 0.300 0.171 0.553
H -7.6535 1.7127 3.2880 -0.182 -0.414 -0.067
H -3.6056 -7.6663 -1.3460 0.053 0.090 0.397
H -2.8177 -0.1430 8.7498 -0.207 -0.112 -0.037
H 2.6437 5.6538 6.8652 0.200 -0.004 0.218
H -8.5289 -8.5043 -1.6191 0.009 0.324 0.027
H -2.0558 -1.8128 7.0411 -0.140 -0.259 -0.091
H -2.2217 5.4807 4.4269 0.013 -0.538 -0.164
H -7.7089 -7.0033 -3.4362 0.171 0.726 0.300
H -5.3882 4.4391 -5.5177 0.275 -0.031 0.077
H 5.3258 -3.2560 -3.2514 -0.041 0.125 -0.169
H 6.5346 -6.0582 2.7467 -0.033 0.407 -0.052
H 3.4865 4.0329 -3.4714 -0.148 0.450 -0.001
H 7.7253 -0.1708 6.8468 0.323 -0.287 0.127
H -7.1966 -0.5727 2.9598 -0.246 -0.355 -0.058
H -3.9966 5.4022 4.2659 -0.024 -0.061 -0.293
H -3.2021 -5.9225 -1.3884 0.132 -0.088 -0.509
H -8.5404 4.9994 -2.2189 -0.030 0.471 -0.088
H 5.8113 6.7094 3.4620 0.057 -0.470 0.126
H -8.7498 -9.0324 -3.2568 0.138 -0.440 -0.037
H 5.3528 7.7366 1.2898 -0.174 -0.040 -0.141
H 1.9943 -4.7638 3.5682 0.254 0.190 0.112
H 4.2930 1.3064 -8.6210 0.300 0.239 -0.234
H 5.3371 8.9205 2.5645 -0.291 0.223 0.003
H -1.3087 6.1443 0.8873 -0.287 -0.021 -0.071
H 8.8137 0.4345 4.6813 -0.174 -0.153 -0.248
H -3.5251 -1.4739 -8.5178 -0.379 0.339 0.256
H -8.2749 3.4440 -2.9566 0.326 -0.210 0.180
H 3.4112 7.2715 6.8396 -0.020 -0.103 0.045
H 2.1091 -7.3835 -4.7121 0.309 0.546 0.289
H 8.0831 -1.5618 -1.5373 -0.139 -0.200 -0.252
H -2.0498 0.5938 7.3600 0.021 0.448 0.082
H 6.0321 -1.6878 -4.8174 0.387 -0.053 -0.473
H -6.4298 -8.1008 -3.8423 -0.275 -0.485 -0.408
H -3.8252 0.6435 7.4876 0.052 -0.070 0.097
H 4.2748 6.1249 2.6480 0.469 -0.730 0.053
H -3.0446 -0.9622 5.8096 0.053 -0.292 -0.090
H -0.7007 6.1104 2.5171 -0.107 0.067 0.255
H 0.9247 -6.0630 5.3664 0.587 -0.277 0.214
H 1.8973 2.9820 -7.9556 -0.378 0.241 0.371
H 7.1241 -0.0768 -1.4949 0.150 0.082 0.075
H 1.2307 -6.4100 -3.3986 0.615 -0.309 0.132
H -5.5408 6.1836 -5.4505 -0.136 0.096 0.316
H 4.0207 -1.3018 8.0827 -0.179 -0.456 -0.303
H 1.9888 -6.1441 2.4837 0.218 -0.150 -0.172
H 2.1030 4.0379 -5.5414 -0.071 0.258 0.051
H 1.1794 -7.6059 4.4430 0.226 0.135 0.208
H 6.0639 -7.1642 3.9425 -0.315 0.025 0.352
H -9.9814 3.7907 -4.7200 0.306 -0.013 -0.029
H 0.8344 -0.7081 -0.5622 -0.076 -0.104 0.193
H -1.7627 7.4637 1.9723 0.540 0.135 0.033
H -4.4519 -6.3976 -0.3452 -0.160 -0.528 0.078
H -6.8559 -1.3384 0.6889 0.622 -0.162 -0.070
H 7.2623 1.2513 4.2384 0.367 0.318 -0.111
H 1.9235 6.9301 5.9512 0.184 0.085 -0.416
H 6.3324 -5.4489 4.4028 -0.023 -0.178 0.072
H 6.8843 -0.2194 -4.3169 0.178 -0.050 0.001
H -5.3885 -0.4013 1.3595 0.011 -0.819 0.142
H -0.7323 1.5916 -0.3119 -0.173 0.273 -0.141
H -6.3068 0.2695 0.1325 -0.720 0.161 -0.079
H 2.8260 1.5502 -9.5462 -0.030 -0.050 -0.074
H -3.7661 4.0366 2.2743 -0.064 0.222 0.129
H 3.9358 2.9022 -9.4206 0.156 -0.019 0.257
H 3.2811 5.3212 4.4504 -0.131 -0.234 -0.028
```
Positions in Å, forces in eV/Å.

Results
Gap between HOMO and LUMO   9.7 eV
Charge   0
Largest force on an atom   3.1 eV/A
LUMO energy   0.0 eV
Molecular weight   795.3 Da
E_HOMO   -0.3545 hartree